*a*
Here is a 2-piece molecular cluster, CH3N3S overall from the Open Molecules 2025 dataset. Energies are from ωB97M-V/def2-TZVPD.

Bonds (Å) are listed after each position.
Positions of all 8 atoms, in Å:
1 C -0.5420 -1.8643 -0.4251  S5 1.610, H6 1.099, H7 1.157
2 N -0.4464 0.8688 -0.4377  N3 1.124
3 N 0.2510 1.5599 0.1090  N2 1.124, N4 1.155
4 N 0.8347 2.3184 0.7552  N3 1.155, H8 1.052
5 S -1.1330 -2.3483 0.9922  C1 1.610
6 H 0.1838 -2.4634 -0.9924  C1 1.099
7 H -0.9213 -0.8566 -0.8492  C1 1.157
8 H 1.7731 2.7855 0.8479  N4 1.052

Computed properties:
**Total charge**: 0
**HOMO-LUMO gap**: 8.45 eV
**LUMO level**: 0.02 eV
**Molecular weight**: 89.1 g/mol

*b*
Here is a 2-piece molecular cluster, CH3N3S overall from the Open Molecules 2025 dataset. Energies are from ωB97M-V/def2-TZVPD.

Bonds (Å) are listed after each position.
Positions of all 8 atoms, in Å:
1 C -3.0942 0.2660 -0.7398  S5 1.576, H6 1.005
2 N -1.0596 -1.0719 -0.5783  N3 1.177
3 N -0.3857 -0.3506 0.0622  N2 1.177, N4 1.340
4 N 0.9202 -0.5364 0.3010  N3 1.340, H7 0.933, H8 0.998
5 S -4.1863 -0.0881 0.3400  C1 1.576
6 H -2.9301 1.1311 -1.2241  C1 1.005
7 H 1.3322 -1.3711 0.2354  N4 0.933
8 H 1.5652 0.1888 0.5332  N4 0.998

Computed properties:
**Total charge**: 0
**HOMO-LUMO gap (alpha / beta)**: 7.24 / 8.40 eV
**LUMO level (alpha / beta)**: -0.27 / 0.11 eV
**Molecular weight**: 89.1 g/mol

Stability ranking, top entry: *a*; the second entry is 0.0600 hartree less favorable.